[1]
Formula: C6H16NO2SSi
Source: the Open Molecules 2025 dataset
Level of theory: ωB97M-V/def2-TZVPD

The total charge is -1. The calculation puts the total energy at -30781.040 eV.

Last columns: bonded neighbours and bond lengths (Å).
Atoms and positions in Å:
1 C 0.341 -2.058 -0.377  C6 1.610, H12 1.099, H13 1.144, H14 1.053
2 C 0.771 0.009 -1.778  C6 1.542, H15 1.053, H16 1.113, H17 1.120
3 C 1.994 -0.135 0.310  C6 1.490, H18 1.116, H19 1.085, H20 1.084
4 C -2.337 -0.387 0.584  Si10 1.884, H21 1.024, H22 1.031, H23 1.134
5 C -0.801 2.175 0.159  Si10 1.907, H24 1.062, H25 1.084, H26 1.121
6 C 0.691 -0.488 -0.320  C1 1.610, C2 1.542, C3 1.490, Si10 1.956
7 N -0.730 -1.949 2.673  S11 1.550, H27 0.981
8 O -0.087 0.605 2.275  Si10 1.573, S11 1.931
9 O -0.502 -0.432 4.704  S11 1.480
10 Si -0.636 0.392 0.816  C4 1.884, C5 1.907, C6 1.956, O8 1.573
11 S 0.121 -0.912 3.450  N7 1.550, O8 1.931, O9 1.480
12 H 1.047 -2.550 -1.061  C1 1.099
13 H 0.509 -2.455 0.682  C1 1.144
14 H -0.663 -2.221 -0.648  C1 1.053
15 H 0.710 1.059 -1.753  C2 1.053
16 H -0.168 -0.165 -2.349  C2 1.113
17 H 1.629 -0.258 -2.446  C2 1.120
18 H 2.201 0.930 0.569  C3 1.116
19 H 2.007 -0.570 1.303  C3 1.085
20 H 2.911 -0.408 -0.200  C3 1.084
21 H -2.963 0.253 0.089  C4 1.024
22 H -2.183 -1.202 -0.029  C4 1.031
23 H -2.801 -0.732 1.560  C4 1.134
24 H 0.238 2.394 0.146  C5 1.062
25 H -1.304 2.157 -0.802  C5 1.084
26 H -1.408 2.823 0.842  C5 1.121
27 H -1.568 -2.255 3.084  N7 0.981

Formally, the Löwdin partial charges of the atoms, in units of the elementary charge, are as follows: -0.09 -0.13 -0.15 -0.15 -0.17 -0.57 -0.35 -0.46 -0.55 0.32 0.73 0.06 0.06 0.02 0.02 0.08 0.08 0.09 0.05 0.07 -0.02 -0.03 0.05 -0.01 0.01 0.04 -0.04

[2]
Formula: C6H16NO3SSi
Source: the Open Molecules 2025 dataset
Level of theory: ωB97M-V/def2-TZVPD

The total charge is -1. The energy above the lowest of the compared OMol25 structures with the same formula, charge and spin is 0.0 kJ/mol. The calculation puts the total energy at -32831.033 eV.

Last columns: bonded neighbours and bond lengths (Å).
Atoms and positions in Å:
1 C -2.920 -0.265 -0.360  C6 1.540, H13 1.088, H14 1.087, H15 1.088
2 C -2.064 1.189 1.503  C6 1.537, H16 1.088, H17 1.086, H18 1.088
3 C -1.226 1.517 -0.838  C6 1.530, H19 1.085, H20 1.089, H21 1.085
4 C 1.220 -2.249 0.932  Si11 1.911, H22 1.084, H23 1.084, H24 1.087
5 C 1.304 -0.522 -1.688  Si11 1.904, H25 1.084, H26 1.087, H27 1.085
6 C -1.691 0.482 0.190  C1 1.540, C2 1.537, C3 1.530, O10 1.389
7 N 2.154 0.617 0.763  Si11 1.730, S12 1.891, H28 1.008
8 O 4.065 1.241 -0.938  S12 1.471
9 O 4.113 -1.019 -0.001  S12 1.477
10 O -0.721 -0.475 0.462  C6 1.389, Si11 1.716
11 Si 0.972 -0.507 0.187  C4 1.911, C5 1.904, N7 1.730, O10 1.716
12 S 3.972 0.424 0.281  N7 1.891, O8 1.471, O9 1.477
13 H -3.725 0.430 -0.590  C1 1.088
14 H -2.639 -0.803 -1.262  C1 1.087
15 H -3.268 -0.987 0.375  C1 1.088
16 H -2.894 1.878 1.353  C2 1.088
17 H -1.201 1.736 1.873  C2 1.086
18 H -2.346 0.445 2.245  C2 1.088
19 H -1.020 1.023 -1.782  C3 1.085
20 H -1.991 2.277 -0.989  C3 1.089
21 H -0.310 1.983 -0.490  C3 1.085
22 H 0.573 -2.996 0.486  C4 1.084
23 H 2.252 -2.534 0.759  C4 1.084
24 H 1.048 -2.254 2.005  C4 1.087
25 H 2.271 -0.988 -1.839  C5 1.084
26 H 0.565 -1.070 -2.268  C5 1.087
27 H 1.386 0.484 -2.085  C5 1.085
28 H 2.120 0.942 1.717  N7 1.008

Formally, the Löwdin partial charges of the atoms, in units of the elementary charge, are as follows: -0.04 -0.04 -0.05 -0.16 -0.17 -0.70 -0.29 -0.55 -0.57 -0.19 0.37 0.61 0.08 0.08 0.08 0.08 0.08 0.08 0.07 0.08 0.08 0.01 0.00 0.01 0.01 0.02 0.02 -0.01

[3]
Formula: C6H16NOS
Source: the Open Molecules 2025 dataset
Level of theory: ωB97M-V/def2-TZVPD

The total charge is +1. The energy above the lowest of the compared OMol25 structures with the same formula, charge and spin is 166.5 kJ/mol. The calculation puts the total energy at -20845.237 eV.

Last columns: bonded neighbours and bond lengths (Å).
Atoms and positions in Å:
1 C -1.542 -2.339 -0.014  C5 1.563, H10 1.094, H11 1.158, H12 1.124
2 C -1.781 2.137 -0.399  C6 1.538, H13 1.103, H14 1.061, H15 1.138
3 C 1.487 0.687 -1.305  S9 1.718, H16 1.086, H17 1.064, H18 1.059
4 C 3.263 -0.548 0.047  S9 1.816, H19 1.133, H20 1.141, H21 1.119
5 C -1.479 -1.240 1.095  C1 1.563, N7 1.441, H22 1.100, H23 1.076
6 C -2.063 0.725 0.141  C2 1.538, N7 1.291, H25 1.107
7 N -1.060 0.034 0.568  C5 1.441, C6 1.291
8 O 1.747 1.081 1.325  S9 1.596, H24 1.003
9 S 1.523 -0.066 0.239  C3 1.718, C4 1.816, O8 1.596
10 H -0.579 -2.854 -0.070  C1 1.094
11 H -2.444 -3.026 0.227  C1 1.158
12 H -1.830 -1.791 -0.952  C1 1.124
13 H -2.458 2.919 -0.015  C2 1.103
14 H -0.898 2.596 -0.032  C2 1.061
15 H -1.879 2.226 -1.530  C2 1.138
16 H 1.895 0.025 -2.063  C3 1.086
17 H 2.041 1.597 -1.289  C3 1.064
18 H 0.495 1.030 -1.446  C3 1.059
19 H 3.076 -1.252 -0.821  C4 1.133
20 H 3.782 -1.072 0.918  C4 1.141
21 H 3.858 0.389 -0.099  C4 1.119
22 H -2.443 -1.046 1.587  C5 1.100
23 H -0.831 -1.658 1.846  C5 1.076
24 H 1.147 1.220 2.117  O8 1.003
25 H -3.027 0.227 -0.078  C6 1.107

Formally, the Löwdin partial charges of the atoms, in units of the elementary charge, are as follows: -0.08 -0.07 -0.23 -0.22 -0.31 -0.16 -0.10 -0.29 1.02 0.06 0.11 0.08 0.08 0.05 0.11 0.09 0.08 0.03 0.08 0.10 0.09 0.11 0.09 0.14 0.14

[4]
Formula: C6H16NOSi
Source: the Open Molecules 2025 dataset
Level of theory: ωB97M-V/def2-TZVPD

The total charge is -1. The energy above the lowest of the compared OMol25 structures with the same formula, charge and spin is 158.5 kJ/mol. The calculation puts the total energy at -17895.153 eV.

Last columns: bonded neighbours and bond lengths (Å).
Atoms and positions in Å:
1 C 1.335 -2.010 1.328  C4 1.529, H10 1.087, H11 1.091, H12 1.088
2 C -1.132 1.710 -1.760  Si9 1.902, H13 1.087, H14 1.087, H15 1.084
3 C 0.711 2.827 0.438  Si9 1.934, H16 1.088, H17 1.090, H18 1.091
4 C 1.463 -1.796 -0.180  C1 1.529, C5 1.500, H19 1.090, H20 1.095
5 C 0.466 -2.636 -0.921  C4 1.500, C6 1.319, H21 1.087
6 C -0.802 -2.289 -1.028  C5 1.319, H23 1.079, H24 1.082
7 N -1.346 0.516 0.839  O8 1.474, Si9 1.663
8 O -1.267 0.432 2.309  N7 1.474, H22 0.962
9 Si -0.996 1.974 0.119  C2 1.902, C3 1.934, N7 1.663, H25 1.526
10 H 0.409 -1.554 1.670  C1 1.087
11 H 1.322 -3.073 1.574  C1 1.091
12 H 2.164 -1.540 1.853  C1 1.088
13 H -1.668 2.534 -2.224  C2 1.087
14 H -0.154 1.648 -2.231  C2 1.087
15 H -1.670 0.798 -1.994  C2 1.084
16 H 1.245 2.279 1.212  C3 1.088
17 H 1.345 2.835 -0.448  C3 1.090
18 H 0.618 3.856 0.785  C3 1.091
19 H 1.260 -0.743 -0.380  C4 1.090
20 H 2.478 -2.036 -0.513  C4 1.095
21 H 0.833 -3.572 -1.336  C5 1.087
22 H -2.013 0.953 2.622  O8 0.962
23 H -1.528 -2.904 -1.538  C6 1.079
24 H -1.148 -1.362 -0.588  C6 1.082
25 H -1.923 3.155 0.392  Si9 1.526

Formally, the Löwdin partial charges of the atoms, in units of the elementary charge, are as follows: -0.11 -0.24 -0.25 -0.28 -0.22 -0.01 -0.31 -0.29 0.30 0.05 0.06 0.06 -0.01 0.00 0.00 0.00 -0.01 -0.01 0.09 0.09 0.08 0.02 0.04 0.02 -0.06

[5]
Formula: C6H16NOSi
Source: the Open Molecules 2025 dataset
Level of theory: ωB97M-V/def2-TZVPD

The spin multiplicity is 3. The total charge is +1. The energy above the lowest of the compared OMol25 structures with the same formula, charge and spin is 19.6 kJ/mol. The calculation puts the total energy at -17883.459 eV.

Last columns: bonded neighbours and bond lengths (Å).
Atoms and positions in Å:
1 C -1.127 0.509 1.791  C2 1.549, C3 1.554, H10 1.076, H11 1.000
2 C -0.171 -0.605 2.288  C1 1.549, C4 1.491, H12 1.017, H13 1.153
3 C -1.038 0.745 0.259  C1 1.554, C5 1.488, H14 1.168, H15 1.205
4 C -0.315 -1.926 1.613  C2 1.491, O8 1.437, H16 1.174, H17 1.031
5 C 0.311 0.624 -0.358  C3 1.488, N7 1.307, Si9 1.910
6 C 0.734 1.256 -3.187  Si9 1.959, H18 1.075, H19 1.129, H20 1.077
7 N 1.224 1.332 0.252  C5 1.307, H22 0.989, H23 1.009
8 O 0.295 -1.883 0.312  C4 1.437, H21 0.986
9 Si 0.430 -0.294 -2.029  C5 1.910, C6 1.959, H24 1.551, H25 1.458
10 H -2.195 0.391 1.842  C1 1.076
11 H -0.924 1.401 2.194  C1 1.000
12 H 0.827 -0.429 2.195  C2 1.017
13 H -0.384 -0.865 3.391  C2 1.153
14 H -1.806 -0.027 -0.164  C3 1.168
15 H -1.438 1.846 -0.022  C3 1.205
16 H 0.137 -2.782 2.277  C4 1.174
17 H -1.312 -2.129 1.449  C4 1.031
18 H -0.096 1.938 -3.142  C6 1.075
19 H 1.809 1.601 -3.187  C6 1.129
20 H 0.796 0.988 -4.229  C6 1.077
21 H 0.325 -2.691 -0.251  O8 0.986
22 H 1.115 1.857 1.082  N7 0.989
23 H 2.214 1.341 0.060  N7 1.009
24 H -0.840 -0.881 -2.700  Si9 1.551
25 H 1.428 -1.316 -1.737  Si9 1.458

Formally, the Löwdin partial charges of the atoms, in units of the elementary charge, are as follows: -0.13 -0.15 -0.18 -0.23 -0.43 -0.18 0.12 -0.16 0.82 0.12 0.07 0.08 0.16 0.15 0.18 0.17 0.09 0.04 0.07 0.03 0.11 0.12 0.13 0.02 -0.01

[6]
Formula: C6H16NPS
Source: the Open Molecules 2025 dataset
Level of theory: ωB97M-V/def2-TZVPD

The energy above the lowest of the compared OMol25 structures with the same formula, charge and spin is 95.8 kJ/mol. The calculation puts the total energy at -28094.311 eV. The SMILES is CC(C)P(N)(=S)C(C)C.

Last columns: bonded neighbours and bond lengths (Å).
Atoms and positions in Å:
1 C -0.893 0.873 2.625  C5 1.523, H10 1.055, H11 1.138, H12 1.143
2 C 1.094 1.491 1.238  C5 1.551, H13 1.158, H14 1.044, H15 1.229
3 C -0.129 -0.864 -2.613  C6 1.498, H16 1.115, H17 1.061, H18 1.119
4 C 0.619 -2.407 -0.809  C6 1.539, H19 1.158, H20 1.092, H21 1.007
5 C 0.011 0.409 1.489  C1 1.523, C2 1.551, P8 1.870, H22 1.048
6 C 0.386 -0.940 -1.209  C3 1.498, C4 1.539, P8 1.892, H23 1.104
7 N -1.296 1.780 -1.018  P8 2.183, H24 0.961, H25 0.982
8 P -0.884 -0.137 -0.059  C5 1.870, C6 1.892, N7 2.183, S9 1.981
9 S -2.513 -1.246 0.134  P8 1.981
10 H -1.563 1.612 2.280  C1 1.055
11 H -1.474 0.016 3.096  C1 1.138
12 H -0.463 1.280 3.603  C1 1.143
13 H 1.970 0.826 0.875  C2 1.158
14 H 1.347 2.059 2.076  C2 1.044
15 H 0.789 2.166 0.257  C2 1.229
16 H 0.029 0.116 -3.121  C3 1.115
17 H 0.278 -1.563 -3.300  C3 1.061
18 H -1.231 -1.035 -2.523  C3 1.119
19 H 0.725 -2.524 0.338  C4 1.158
20 H 1.605 -2.479 -1.273  C4 1.092
21 H -0.122 -3.064 -0.996  C4 1.007
22 H 0.453 -0.498 1.775  C5 1.048
23 H 1.334 -0.483 -0.874  C6 1.104
24 H -2.118 1.917 -0.537  N7 0.961
25 H -1.509 1.518 -1.940  N7 0.982

Formally, the Löwdin partial charges of the atoms, in units of the elementary charge, are as follows: -0.14 -0.11 -0.14 -0.12 -0.56 -0.55 -0.05 0.55 0.18 0.05 0.09 0.10 0.08 0.04 0.11 0.09 0.06 0.07 0.10 0.09 0.02 0.07 0.10 -0.07 -0.05